No. 1
11
Properties=species:S:1:pos:R:3:mulliken_charge:R:1 method="wB97M-V/def2-TZVPD" smiles="C[C@@]1(C(=O)[O-])NO1" homo_lumo_gap_ev=8.1 total_charge=-1
C -1.20488 -0.70859 0.12557 -1.150
C -0.10717 0.31164 0.18120 0.763
C 1.65166 -0.32377 0.02128 0.658
O 1.76807 -1.45903 0.30265 -0.581
O 2.30024 0.61335 -0.47965 -0.719
N -0.22705 1.51840 -0.58496 -0.757
O -0.24332 1.54889 0.92452 -0.430
H -0.90615 -1.61968 -0.47072 0.258
H -2.20066 -0.50086 -0.42211 0.359
H -1.58512 -1.04712 1.15166 0.205
H 0.75438 1.66677 -0.74946 0.395

=====

No. 2
39
Properties=species:S:1:pos:R:3:mulliken_charge:R:1 method="wB97M-V/def2-TZVPD" homo_lumo_gap_ev=8.9 total_charge=+1
C 1.54065 0.21767 -0.86497 0.886
C 0.95910 0.29634 0.27798 -0.227
C 3.09100 0.21213 -0.79645 -1.003
C 0.67940 0.31636 -2.18842 -0.990
C 1.27063 0.21580 1.67347 -0.199
C 3.44234 -0.52383 0.54339 -0.927
C -0.46382 1.31884 -2.18994 -0.398
C 2.84978 0.22448 1.69644 -0.792
C -1.71534 1.11679 -1.25163 -1.015
C -1.69681 -3.12829 0.45406 -1.343
C -1.07121 2.96730 1.00787 -0.509
C -1.24136 -1.79384 -0.24043 0.280
C -1.79200 -0.61552 0.58251 -1.253
N -1.29755 0.70035 0.08224 0.461
O -1.58805 1.60025 1.14200 -0.429
H 3.46878 -0.33970 -1.68525 0.448
H 3.47864 1.19662 -0.95733 0.367
H 1.35875 0.47323 -2.98543 0.522
H 0.26427 -0.74919 -2.24316 0.227
H 0.94252 1.03572 2.20407 0.275
H 0.78802 -0.57937 2.24788 0.362
H 3.04996 -1.51345 0.54246 0.402
H 4.43085 -0.58587 0.75512 0.467
H -0.10767 2.40030 -2.00015 0.253
H -0.85884 1.30774 -3.28967 0.378
H 3.38174 1.26619 1.80030 0.313
H 3.07691 -0.15198 2.62255 0.498
H -2.29698 1.96345 -1.20086 0.504
H -2.29210 0.27421 -1.80153 0.331
H -1.23342 -4.01623 -0.16480 0.343
H -1.35191 -3.21500 1.50386 0.356
H -2.81197 -3.30282 0.39211 0.337
H -1.55406 3.40036 0.16072 0.273
H 0.03126 2.81271 0.91393 0.245
H -1.43077 3.42272 2.01057 0.216
H -1.58978 -1.80390 -1.36078 0.249
H -0.12624 -1.78403 -0.32591 0.052
H -2.84737 -0.74722 0.30490 0.576
H -1.55972 -0.81666 1.62596 0.465

=====

No. 3
66
Properties=species:S:1:pos:R:3:mulliken_charge:R:1 method="wB97M-V/def2-TZVPD" homo_lumo_gap_ev=5.9 total_charge=-1
Cs 0.35498 0.48259 2.25421 1.056
O -3.68654 1.84774 -4.88807 -0.513
C -2.98501 0.62646 -4.71370 -0.558
C -2.79195 0.33735 -3.25079 0.497
C -1.99315 -0.73327 -2.86461 -0.630
C -1.82284 -0.98726 -1.51475 -0.383
N -2.38630 -0.26262 -0.55841 -0.459
C -3.14425 0.76664 -0.92458 0.481
C -3.37899 1.10393 -2.25820 -0.639
C -3.74032 1.56122 0.18895 0.400
C -4.94728 2.24342 0.03392 -0.651
C -5.46866 2.91975 1.12637 0.597
C -6.74761 3.70800 1.03914 -0.576
O -7.55076 3.22846 -0.02775 -0.507
C -4.75542 2.88414 2.31876 -0.950
C -3.55465 2.19250 2.36889 -0.213
N -3.05792 1.53914 1.32844 -0.138
H -3.83960 1.97230 -5.82641 0.292
H -2.00182 0.67240 -5.19899 0.294
H -3.54499 -0.20293 -5.16603 0.301
H -1.48313 -1.34700 -3.59587 0.386
H -1.18177 -1.79493 -1.18518 0.407
H -3.97757 1.96303 -2.52022 0.515
H -5.49136 2.21435 -0.89817 0.514
H -6.49897 4.76646 0.87765 0.270
H -7.28373 3.63098 1.99385 0.320
H -8.31320 3.80259 -0.10973 0.292
H -5.12280 3.38902 3.20224 0.391
H -2.94765 2.17573 3.26329 0.293
C 5.48425 -2.82018 -3.47388 -1.129
Si 4.61719 -2.56520 -1.80126 0.074
C 4.09717 -4.28857 -1.24786 -0.973
C 5.93046 -1.84563 -0.66115 -0.852
C 3.17776 -1.39269 -2.10096 0.448
C 2.92996 -0.89497 -3.36741 -0.015
C 1.87871 -0.00944 -3.59083 -0.852
C 1.11127 0.33596 -2.49360 -0.484
N 1.30302 -0.11514 -1.26553 -0.042
C 2.32429 -0.96659 -1.03970 -0.192
S 2.61046 -1.53238 0.57114 -0.606
H 6.33374 -3.49231 -3.34215 0.267
H 5.86888 -1.88795 -3.88777 0.300
H 4.82355 -3.26970 -4.21479 0.295
H 4.97834 -4.92586 -1.13961 0.298
H 3.44455 -4.74399 -1.99499 0.322
H 3.56440 -4.24658 -0.30571 0.247
H 6.78173 -2.52455 -0.59012 0.309
H 5.52277 -1.67175 0.33014 0.145
H 6.29051 -0.89380 -1.05568 0.317
H 3.55599 -1.19582 -4.20063 0.281
H 1.66647 0.40297 -4.56828 0.405
H 0.28360 1.03303 -2.60909 0.505
C 1.62150 -0.76563 6.10574 -0.869
S 2.41902 -0.79997 4.50030 0.589
C 4.11721 -0.99328 5.06268 -0.975
O 2.35997 0.59930 3.98156 -0.730
H 1.79224 -1.72025 6.60170 0.420
H 0.56005 -0.60363 5.91954 0.194
H 2.03712 0.05380 6.68946 0.269
H 4.20068 -1.85116 5.72672 0.362
H 4.40111 -0.07475 5.57413 0.285
H 4.74156 -1.13940 4.18620 0.274
O -0.72391 2.38849 3.91099 -0.765
C -0.87648 1.52754 4.79395 0.247
O -1.04775 0.30070 4.63693 -0.760
H -0.83810 1.88919 5.86560 0.297

=====

No. 4
6
Properties=species:S:1:pos:R:3:mulliken_charge:R:1 method="wB97M-V/def2-TZVPD" smiles=O.O homo_lumo_gap_ev=11.7 total_charge=0
O 1.85232 -0.32465 -0.08244 -0.630
H 0.97245 -0.05344 -0.36649 0.308
H 2.08354 0.50154 0.46251 0.324
O -1.31305 -0.27329 -0.07186 -0.638
H -2.15451 -0.52269 0.36473 0.313
H -1.44076 0.67253 -0.30644 0.323

=====

No. 5
127
Properties=species:S:1:pos:R:3:mulliken_charge:R:1 method="wB97M-V/def2-TZVPD" smiles="Cc1ccccc1C[C@](Cl)(C#N)[C@](C#N)(CC(N)(N)N)S(=O)(=O)C(F)(F)C(F)(F)F.c1cc[nH]c1.c1cc[nH]c1.c1cc[nH]c1.c1cc[nH]c1.c1cc[nH]c1.c1cc[nH]c1.c1cc[nH]c1.c1cc[nH]c1" homo_lumo_gap_ev=7.6 total_charge=0
C 4.10605 0.17539 1.30083 -2.268
C 4.59584 -0.18417 -0.08494 1.502
C 5.89416 0.23078 -0.37320 -0.821
C 6.52106 -0.06319 -1.57138 -0.347
C 5.82348 -0.82141 -2.50242 -1.203
C 4.53098 -1.22514 -2.23663 -0.250
C 3.87329 -0.90922 -1.04525 1.045
C 2.46653 -1.41141 -0.80918 -2.283
C 1.34745 -0.94719 -1.77570 2.067
Cl -0.04667 -2.05658 -1.43468 -0.026
C 1.64713 -1.26210 -3.16025 -0.356
N 1.89624 -1.41605 -4.26108 -0.601
C 0.86636 0.55643 -1.62255 2.124
C 1.30618 1.13814 -0.36733 -1.706
N 1.33673 1.53000 0.69858 -0.631
C -0.64455 0.77989 -1.86202 -2.531
C -1.60991 0.93496 -0.65363 -0.215
N -2.92958 0.63642 -1.25653 -0.473
N -1.69562 2.30011 -0.10753 -0.397
N -1.43040 0.02697 0.45729 -0.020
S 1.73258 1.60975 -2.91171 1.062
O 1.00379 1.56665 -4.14087 -0.627
O 3.13243 1.35438 -2.95181 -0.521
C 1.57482 3.37684 -2.30264 0.694
F 2.61503 3.60278 -1.48741 -0.279
F 0.44650 3.59241 -1.60920 -0.120
C 1.65784 4.38311 -3.48883 0.398
F 2.62393 4.03862 -4.32597 -0.229
F 0.47912 4.43451 -4.09801 -0.101
F 1.93243 5.59712 -2.98889 -0.293
H 3.94797 1.25003 1.33663 0.356
H 4.88319 -0.04020 2.02676 0.603
H 3.18002 -0.29691 1.58994 0.251
H 6.45521 0.78909 0.36208 0.448
H 7.53132 0.24524 -1.78247 0.442
H 6.28189 -1.10626 -3.43567 0.420
H 4.02927 -1.81697 -2.98403 0.415
H 2.14996 -1.27748 0.21449 0.545
H 2.49982 -2.49066 -0.94096 0.727
H -1.03898 0.01849 -2.52219 0.659
H -0.76552 1.70308 -2.41852 0.777
H -3.01451 1.22674 -2.08045 0.288
H -3.65708 0.92160 -0.61126 0.279
H -0.79355 2.67233 0.16302 0.195
H -2.14623 2.92010 -0.76641 0.310
H -0.47993 -0.25449 0.63223 0.161
H -1.83861 0.47086 1.26830 0.457
C -1.21239 -3.77474 4.19088 -0.245
C -0.89711 -4.48592 3.00063 -0.762
C -1.17891 -3.65488 1.95138 -0.448
N -1.65634 -2.47775 2.45381 0.201
C -1.67767 -2.53808 3.81979 -0.988
H -1.11390 -4.13514 5.20094 0.716
H -0.51132 -5.48881 2.92865 0.457
H -1.09188 -3.79926 0.88834 0.421
H -1.95024 -1.69675 1.89328 0.203
H -2.02218 -1.70352 4.40769 0.393
C -7.70521 -0.46720 2.62420 -0.502
C -8.04631 0.27213 1.45714 -0.472
C -6.88091 0.57367 0.80876 -0.454
N -5.84647 0.04679 1.53999 0.150
C -6.34296 -0.59133 2.64759 -0.486
H -8.38442 -0.86313 3.36000 0.411
H -9.03522 0.54602 1.13112 0.432
H -6.69787 1.10905 -0.10729 0.356
H -4.87418 0.11487 1.30369 0.166
H -5.68700 -1.07590 3.35035 0.398
C -2.42351 5.52158 -6.43490 -0.246
C -3.48006 5.33348 -7.36735 -0.676
C -3.25633 4.14158 -8.00294 -0.446
N -2.10687 3.60338 -7.49260 0.019
C -1.59403 4.43665 -6.53596 -0.679
H -2.28989 6.35648 -5.76667 0.474
H -4.30835 5.99732 -7.54902 0.387
H -3.81407 3.63250 -8.76993 0.382
H -1.70078 2.73142 -7.77644 0.193
H -0.69067 4.18482 -6.01555 0.561
C -3.06259 -8.02466 5.59962 -0.403
C -1.82443 -8.41745 5.02207 -0.377
C -0.85924 -7.58559 5.52263 -0.569
N -1.46612 -6.70615 6.37726 0.030
C -2.80747 -6.96804 6.43157 -0.500
H -4.02817 -8.46787 5.42385 0.410
H -1.66258 -9.21855 4.32068 0.408
H 0.20192 -7.54372 5.34560 0.406
H -0.99763 -5.97928 6.88681 0.220
H -3.46181 -6.38230 7.05387 0.374
C -6.39477 -3.06633 -2.95981 -0.501
C -5.41866 -2.03630 -3.03199 -0.639
C -5.34391 -1.45475 -1.79313 0.152
N -6.23853 -2.09405 -0.97749 0.221
C -6.87986 -3.07629 -1.67937 -0.599
H -6.70386 -3.72332 -3.75543 0.394
H -4.83845 -1.75422 -3.89501 0.411
H -4.73515 -0.64580 -1.43146 0.131
H -6.40055 -1.87156 -0.01083 0.149
H -7.62302 -3.69716 -1.20924 0.397
C 12.54758 0.08959 -0.71429 -0.376
C 11.77680 -1.01102 -1.17868 -0.499
C 10.66517 -0.50037 -1.79175 -0.375
N 10.73329 0.86505 -1.71430 0.014
C 11.87862 1.23194 -1.06128 -0.508
H 13.48564 0.04586 -0.18725 0.385
H 12.01304 -2.05646 -1.07436 0.393
H 9.83598 -0.98846 -2.27488 0.399
H 10.04940 1.50062 -2.08000 0.202
H 12.11762 2.26909 -0.90120 0.373
C 0.51154 -2.28143 9.18226 -0.592
C 1.81489 -2.73859 8.84729 -0.356
C 1.84774 -2.91793 7.48985 -0.593
N 0.61630 -2.59006 6.99320 0.053
C -0.20277 -2.19798 8.01661 -0.278
H 0.14265 -2.04077 10.16505 0.392
H 2.63296 -2.91461 9.52521 0.400
H 2.63757 -3.24969 6.83803 0.385
H 0.35288 -2.63083 6.02300 0.226
H -1.21881 -1.89502 7.82862 0.379
C -2.47910 8.37710 -2.00163 -0.514
C -2.81562 7.07284 -1.54884 -0.586
C -1.68539 6.30613 -1.64185 -0.322
N -0.68107 7.09407 -2.13522 0.119
C -1.15616 8.35787 -2.35397 -0.507
H -3.13355 9.23013 -2.06102 0.415
H -3.77652 6.73823 -1.19571 0.413
H -1.50959 5.27211 -1.40072 0.404
H 0.25855 6.79208 -2.30979 0.193
H -0.51526 9.13128 -2.74073 0.405